Density functional theory data (the ωB97M-V functional and the def2-TZVPD basis) for a structure of composition C44H48BN12PPd.

Output
strongest force on any atom	0.742	eV Å⁻¹
E_HOMO (spin up / spin down)	-14.26 / -15.33	eV
calculated total energy	-77706.9335	eV

ORCA input file:
```
! RIJCOSX wB97M-V def2-TZVPD def2/J DEFGRID3
* xyz 3 6
H 4.26 -0.79 -2.60
H 6.03 5.37 4.07
B 2.13 1.67 1.95
C -4.71 0.43 -0.71
C 3.65 3.97 4.55
H 0.69 -2.54 -3.46
H -1.87 -2.01 3.74
H 1.88 2.65 4.76
H -1.59 -2.82 1.44
N 3.04 2.55 2.92
H -2.13 -2.54 -0.87
C -1.81 -0.99 3.37
C 2.14 4.37 -3.17
C -0.66 3.43 0.43
H 6.43 4.36 2.64
C 0.80 -1.93 -4.35
C 1.13 -2.54 -5.55
H 3.67 -2.22 -1.78
N 1.15 2.69 1.35
C 2.89 3.20 -3.14
N 0.14 2.37 0.49
H 0.53 -6.34 0.72
H -2.79 3.54 0.31
C 4.49 4.07 3.42
H -2.64 -4.58 0.34
H 1.34 -5.00 1.58
C 1.29 -1.78 -6.69
H 1.54 -2.25 -7.63
C 0.98 3.96 1.79
H 5.35 5.73 2.48
N -0.67 -4.62 1.03
H 0.17 5.21 -3.16
N -0.18 -2.55 -0.09
H 0.26 -0.92 5.45
H -4.78 0.75 1.42
C 3.52 -0.39 -0.66
H -5.79 0.41 -0.82
C -3.71 0.25 -4.27
C 0.63 -5.26 0.81
H 3.97 3.23 -3.23
H -2.33 0.92 1.63
C -1.69 -4.99 0.03
C -2.32 0.30 -4.14
C 5.65 4.92 3.16
H 0.68 1.29 -5.39
H -4.15 0.20 -5.25
H -5.58 0.21 -3.22
H -2.40 -0.38 4.05
N 4.04 3.18 2.43
C -0.60 -3.17 1.18
C -2.49 0.35 -1.73
H 0.40 -4.61 -2.49
C 4.34 0.70 1.05
H 2.64 5.32 -3.26
Pd 0.17 0.09 -0.05
H -2.05 2.79 -1.10
H 1.24 0.20 -7.52
N -1.28 -4.42 -1.25
C 1.12 -3.19 -0.39
H 4.95 1.15 1.81
H 3.73 4.52 5.47
P 0.13 0.26 -2.70
H -1.94 4.53 -0.86
C 2.25 1.97 -3.03
H 1.85 -2.93 0.38
H -0.58 5.45 1.36
C 0.86 1.91 -2.93
C -4.50 0.25 -3.14
C 0.79 0.21 -5.43
C 0.12 3.08 -2.98
H 1.28 -3.62 -5.59
H -0.95 3.04 -2.98
C 0.63 -0.55 -4.27
C 3.47 -1.15 -1.94
C -0.40 -0.49 3.36
C 4.71 -0.14 0.04
C -1.16 -2.97 -1.13
C -2.77 0.68 0.67
H 1.46 -2.83 -1.35
H 2.46 0.44 4.61
H -0.05 -6.09 -1.62
N 2.48 0.22 -0.07
H 0.11 -2.92 1.97
H -1.76 -6.08 -0.04
C 0.76 4.31 -3.10
N 1.36 0.62 2.80
C 0.44 -0.48 4.48
C 0.02 -5.00 -1.55
H -1.73 0.30 -5.05
H -0.85 -2.55 -2.09
H 1.66 4.45 2.46
C -1.93 3.56 -0.36
H -2.28 -0.92 2.39
C -4.15 0.62 0.55
H 5.69 -0.48 -0.21
N 3.02 0.94 0.95
C 1.11 -0.40 -6.63
C 1.55 0.22 4.08
H 2.85 1.06 -3.05
C -3.91 0.33 -1.87
C 2.73 3.02 4.22
N 0.18 0.13 2.33
C -1.70 0.35 -2.90
C -0.16 4.47 1.23
H 2.53 -1.03 -2.46
N 0.96 -4.64 -0.47
C -1.90 0.42 -0.42
*
```

=====

Density functional theory data (the ωB97M-V functional and the def2-TZVPD basis) for an isolated molecule of C19H26ClNO5S.

Output
strongest force on any atom	0.818	eV Å⁻¹
SMILES	C[C@@H]1[C@H](C)CCC[C@H]1NC(=O)COC(=O)CCS(=O)(=O)c1ccc(Cl)cc1
E_HOMO	-9.31	eV
calculated total energy	-55211.6793	eV

ORCA input file:
```
! RIJCOSX wB97M-V def2-TZVPD def2/J DEFGRID3
* xyz 0 1
H -3.23 0.72 1.51
C -2.92 -3.44 -0.14
H 2.50 2.51 -1.32
H 4.28 0.45 2.07
C -1.72 -2.81 0.57
H 2.18 4.23 1.19
C -2.50 -0.09 1.46
H -4.00 -1.62 1.69
Cl 4.81 -2.87 -1.42
S 1.91 1.89 1.43
H -2.63 -3.85 -1.10
H -1.75 -1.99 -2.17
C -2.15 -0.37 -0.01
H 1.27 0.39 -0.94
C -1.24 2.72 -2.03
C -1.98 1.42 -1.68
H -3.33 -4.24 0.46
H -3.71 -2.71 -0.32
C 2.18 3.41 -0.81
H 3.67 3.35 0.79
C 4.01 -1.56 -0.64
H 2.64 4.28 -1.30
C 3.90 0.02 1.15
H 2.42 -1.49 -2.08
H -0.20 -2.69 -1.69
C 0.67 3.57 -0.92
C -1.18 -1.55 -0.13
H -0.84 1.27 0.00
C -0.85 -1.82 -1.60
O 0.05 4.45 -0.39
H -1.34 2.90 -3.11
O -2.89 1.02 -2.39
C -2.05 -2.48 2.03
H -1.68 3.55 -1.48
H -2.44 -3.37 2.52
O 0.16 2.65 -1.73
H 5.46 -1.44 0.94
H -3.24 -1.12 3.19
C 2.83 -1.06 -1.18
H -0.34 -0.96 -2.04
H -0.26 -1.26 0.39
C 4.55 -1.03 0.53
C -3.05 -1.34 2.14
H -1.13 -2.20 2.54
C 2.19 -0.01 -0.55
C 2.60 3.39 0.65
N -1.56 0.83 -0.57
H -0.92 -3.55 0.57
H -1.60 0.24 1.97
C 2.73 0.52 0.61
O 0.51 1.83 1.12
O 2.29 1.88 2.82
H -3.06 -0.56 -0.59
*
```